# 1
{
  "formula": "C36H31F5N2O3",
  "method": "ωB97M-V/def2-TZVPD",
  "elements": ["N", "O", "C", "O", "O", "C", "C", "C", "C", "N", "C", "H", "H", "H", "H", "H", "H", "F", "C", "C", "C", "C", "C", "C", "H", "H", "H", "H", "H", "F", "C", "C", "C", "C", "C", "C", "H", "H", "H", "H", "H", "F", "C", "C", "C", "C", "C", "C", "H", "H", "H", "H", "H", "F", "C", "C", "C", "C", "C", "C", "H", "H", "H", "H", "H", "F", "C", "C", "C", "C", "C", "C", "H", "H", "H", "H", "H"],
  "coordinates": [[5.19, 0.84, -1.29], [3.93, 0.86, -0.60], [3.58, 2.09, -0.21], [4.11, 3.12, -0.49], [2.48, 1.98, 0.60], [1.32, 1.55, -0.04], [0.84, 0.27, 0.16], [-0.34, -0.06, -0.49], [-0.98, 0.88, -1.29], [-0.50, 2.10, -1.49], [0.64, 2.42, -0.87], [5.01, 1.25, -2.20], [5.33, -0.16, -1.40], [1.37, -0.43, 0.79], [-0.77, -1.05, -0.37], [-1.91, 0.62, -1.78], [1.04, 3.42, -1.03], [0.37, -2.85, 0.94], [0.36, -4.06, 0.33], [1.41, -4.39, -0.50], [1.39, -5.63, -1.12], [0.34, -6.51, -0.90], [-0.71, -6.15, -0.06], [-0.70, -4.91, 0.57], [2.21, -3.69, -0.66], [2.21, -5.91, -1.77], [0.33, -7.48, -1.38], [-1.53, -6.83, 0.11], [-1.50, -4.61, 1.23], [-2.04, -1.00, -3.46], [-1.74, -0.73, -4.75], [-0.90, 0.33, -5.02], [-0.59, 0.60, -6.35], [-1.13, -0.18, -7.37], [-1.98, -1.23, -7.06], [-2.29, -1.52, -5.74], [-0.49, 0.92, -4.22], [0.07, 1.42, -6.59], [-0.89, 0.04, -8.40], [-2.41, -1.84, -7.85], [-2.94, -2.34, -5.47], [5.72, -2.06, -1.33], [6.53, -2.68, -0.42], [7.33, -3.72, -0.85], [8.14, -4.34, 0.09], [8.14, -3.92, 1.41], [7.32, -2.88, 1.81], [6.50, -2.24, 0.88], [7.31, -4.03, -1.88], [8.78, -5.16, -0.22], [8.78, -4.41, 2.13], [7.31, -2.55, 2.84], [5.86, -1.42, 1.16], [-6.00, 4.33, 1.81], [-4.74, 4.68, 1.46], [-4.02, 3.84, 0.63], [-2.73, 4.20, 0.27], [-2.18, 5.38, 0.75], [-2.92, 6.21, 1.59], [-4.22, 5.86, 1.95], [-4.47, 2.92, 0.28], [-2.16, 3.56, -0.38], [-1.18, 5.66, 0.47], [-2.50, 7.12, 1.97], [-4.81, 6.48, 2.60], [-7.13, 1.98, 7.55], [-6.16, 2.14, 6.62], [-6.51, 2.51, 5.34], [-5.51, 2.68, 4.40], [-4.18, 2.47, 4.75], [-3.85, 2.10, 6.04], [-4.84, 1.93, 7.00], [-7.55, 2.66, 5.10], [-5.76, 2.97, 3.39], [-3.40, 2.60, 4.01], [-2.82, 1.93, 6.32], [-4.61, 1.64, 8.02]],
  "lowdin_charge": [0.11, -0.02, -0.57, 0.17, 0.08, -0.23, 0.03, -0.04, -0.15, 0.06, -0.06, 0.10, 0.06, 0.12, 0.10, 0.10, 0.13, 0.04, -0.28, -0.01, -0.08, -0.10, -0.08, -0.02, 0.12, 0.10, 0.10, 0.11, 0.12, 0.04, -0.28, -0.01, -0.08, -0.10, -0.08, -0.02, 0.10, 0.11, 0.10, 0.10, 0.12, 0.02, -0.27, -0.02, -0.08, -0.09, -0.08, -0.01, 0.12, 0.11, 0.10, 0.11, 0.12, 0.03, -0.29, -0.01, -0.07, -0.09, -0.08, -0.02, 0.12, 0.08, 0.10, 0.10, 0.12, 0.05, -0.29, -0.01, -0.07, -0.09, -0.09, -0.02, 0.12, 0.08, 0.10, 0.10, 0.12],
  "lumo_ev": 0.48,
  "energy_ev": -60543.0387
}

***

# 2
{
  "formula": "C4H11NO3",
  "method": "ωB97M-V/def2-TZVPD",
  "elements": ["C", "C", "N", "O", "H", "H", "H", "H", "H", "H", "H", "C", "C", "O", "O", "H", "H", "H", "H"],
  "coordinates": [[-1.39, -0.10, 0.25], [-2.50, 0.59, 0.98], [-2.01, -0.39, -1.55], [-1.00, -1.25, 0.83], [-0.07, -1.44, 0.56], [-0.97, 0.30, -0.77], [-1.81, -1.38, -1.65], [-3.02, -0.30, -1.47], [-3.32, -0.10, 1.17], [-2.86, 1.45, 0.43], [-2.12, 0.93, 1.95], [3.59, 0.18, -0.24], [2.13, -0.06, 0.00], [1.44, 1.08, 0.12], [1.62, -1.16, 0.06], [0.47, 0.88, 0.22], [4.00, 0.78, 0.57], [4.11, -0.77, -0.30], [3.72, 0.74, -1.16]],
  "nbo_charge": [0.16, -0.67, -0.98, -0.70, 0.52, 0.31, 0.35, 0.35, 0.22, 0.22, 0.23, -0.72, 0.82, -0.69, -0.64, 0.50, 0.24, 0.24, 0.24],
  "lumo_ev": 0.82,
  "energy_ev": -11956.8563,
  "e_above_lowest_kj_mol": 313.9
}

***

# 3
{
  "formula": "CH5N2Si",
  "method": "ωB97M-V/def2-TZVPD",
  "elements": ["C", "N", "N", "Si", "H", "H", "H", "H", "H"],
  "coordinates": [[-0.34, 0.46, 1.14], [-0.35, 0.51, -3.11], [-0.47, 0.63, -2.02], [0.54, -0.93, 0.32], [-0.28, 1.33, 0.40], [-1.35, 0.27, 1.44], [0.45, 0.69, 1.97], [1.51, -1.76, 1.05], [0.27, -1.19, -1.20]],
  "nbo_charge": [-1.21, 0.10, -0.09, 1.52, 0.31, 0.32, 0.29, -0.13, -0.11],
  "lumo_ev": -7.03,
  "energy_ev": -11967.1503,
  "e_above_lowest_kj_mol": 74.1,
  "total_charge": 1
}

***

# 4
{
  "formula": "CH3NO2S2",
  "method": "ωB97M-V/def2-TZVPD",
  "elements": ["O", "C", "N", "S", "O", "S", "H", "H", "H"],
  "coordinates": [[0.09, 1.80, -0.29], [0.01, 0.61, -0.06], [-1.07, -0.18, -0.22], [-2.63, 0.41, 0.14], [1.03, -0.21, 0.37], [2.52, 0.41, -0.02], [-0.96, -1.21, -0.12], [-2.91, 0.78, -1.03], [2.01, 1.68, -0.14]],
  "nbo_charge": [-0.60, 0.87, -0.78, 0.23, -0.65, 0.26, 0.42, 0.09, 0.16],
  "lumo_ev": 0.39,
  "energy_ev": -28340.1106,
  "e_above_lowest_kj_mol": 30.0
}

***

# 5
{
  "formula": "C5H6S",
  "method": "ωB97M-V/def2-TZVPD",
  "elements": ["C", "C", "C", "C", "C", "H", "H", "H", "H", "H", "H", "S"],
  "coordinates": [[-0.08, -0.68, 1.99], [0.39, -0.93, 0.49], [0.30, 0.04, -0.48], [-0.06, 0.91, -1.30], [-0.30, 1.75, -2.43], [0.99, -1.22, 2.65], [-1.19, -1.38, 2.20], [-0.13, 0.26, 2.42], [-0.27, -1.88, -0.04], [1.54, -1.12, 0.25], [0.26, 1.43, -3.41], [-1.46, 2.80, -2.34]],
  "nbo_charge": [-0.58, -0.51, 0.05, -0.09, -0.38, 0.21, 0.23, 0.22, 0.26, 0.25, 0.23, 0.11],
  "lumo_ev": -0.56,
  "energy_ev": -16111.9069,
  "e_above_lowest_kj_mol": 446.9
}

***

# 6
{
  "formula": "C3H4N2O",
  "method": "ωB97M-V/def2-TZVPD",
  "elements": ["O", "N", "C", "C", "C", "N", "H", "H", "H", "H"],
  "coordinates": [[2.21, -0.43, 0.01], [0.79, -0.36, -0.29], [0.21, 0.81, -0.03], [-1.19, 0.45, -0.15], [-1.24, -0.96, 0.00], [0.11, -1.39, -0.05], [2.54, 0.39, -0.05], [0.77, 1.76, 0.35], [-2.05, 1.27, -0.02], [-2.15, -1.54, 0.23]],
  "nbo_charge": [-0.52, 0.13, -0.12, -0.31, -0.10, -0.24, 0.46, 0.24, 0.23, 0.23],
  "lumo_ev": 0.75,
  "energy_ev": -8199.2513,
  "e_above_lowest_kj_mol": 447.1
}